The following is a quantum chemistry calculation of 15 unconnected molecules or ions with the total composition C24H25BCl42N3O4P at a distorted geometry, from the Open Molecules 2025 dataset.

Results
2S+1: 1
LUMO energy, eV: -2.3
Total charge: 0
HOMO-LUMO gap, Eh: 0.26048

```
100
Properties=species:S:1:pos:R:3:forces:R:3:mulliken_charge:R:1
N 4.551345 3.215489 3.941193 -3.8065 3.9488 -0.7291 -0.629
C 3.613733 4.205215 3.778031 2.1876 -3.1816 -1.1238 0.047
C 2.812980 4.303578 2.313718 -0.4729 -0.6492 1.0205 -0.425
C 1.559745 3.247646 2.420044 -1.5853 -0.9228 0.3633 0.480
C 1.845712 1.689035 1.922043 -4.2913 0.7606 1.7473 -0.509
C 0.629276 0.576285 2.055277 -0.7634 4.7646 1.1338 0.143
P 0.967880 -1.258141 1.524355 5.5514 -0.0734 2.4552 0.394
O 2.494204 -1.581083 1.927188 -4.6677 1.0285 -1.5283 -0.635
C -0.838833 1.082592 2.676201 2.8924 2.9148 -0.2587 0.504
B -2.059901 -0.008561 2.847976 -0.6986 -1.2167 1.5550 0.508
N -3.163061 -0.185747 1.820830 0.3583 -0.7655 1.7129 -0.402
O -2.004230 -0.871099 4.080068 2.2219 1.1874 -3.5907 -0.579
C -1.043187 2.640556 3.144090 2.8684 0.4137 -0.6480 -0.309
C 0.136230 3.774637 3.039489 0.9541 -4.5372 -1.2822 0.136
C -0.353346 5.225644 3.624844 1.8853 1.6914 0.1870 0.356
O 0.295476 6.405537 3.738588 -4.6357 -7.8972 -0.8046 -0.545
N -1.784543 4.872225 4.081190 0.6301 0.2473 -2.0970 -0.206
C -2.304552 3.443885 3.816029 -2.8276 -1.3899 0.5111 0.091
O -3.535637 3.028207 4.126060 7.7737 2.7272 -1.9752 -0.520
H 4.621418 2.647656 3.057563 -0.2146 0.8191 0.8813 0.286
H 3.314887 4.965495 4.633971 0.8246 -1.8031 -1.8265 0.309
H 3.508412 3.961899 1.412147 -1.5175 0.8710 2.3040 -0.175
H 2.423434 5.399293 2.183537 0.6051 -2.1894 0.0509 0.374
H 2.889588 1.386000 1.486673 -2.2757 0.6649 0.9605 0.217
H 0.755079 -1.496004 0.117558 -0.4324 0.3649 0.8518 0.117
H 0.159856 -2.190391 2.317466 -0.1070 1.1169 -0.9628 0.064
H -3.284703 -1.220637 1.630230 0.0766 1.4868 0.4765 0.165
H -4.078620 0.114788 2.244543 1.0753 -0.2256 -0.6797 0.219
H -1.016315 -1.100320 4.137000 -1.9730 0.6742 0.6319 0.269
H -2.403781 5.610575 3.651573 0.4070 -1.0606 1.2079 0.285
C 2.333915 4.027418 -1.871875 -0.1846 0.0932 -0.0314 0.163
Cl 3.874937 4.050870 -0.997617 -0.0335 -0.0081 -0.3666 -0.147
Cl 1.056955 3.326660 -0.863139 0.1179 0.0705 -0.2371 -0.052
Cl 1.889118 5.661660 -2.392556 -0.0740 -0.0659 0.6751 -0.126
H 2.451977 3.402911 -2.761089 0.0001 0.2252 0.3410 0.122
C 4.660816 -3.967731 0.971487 -0.0393 0.2340 0.1134 0.130
Cl 5.149335 -5.641600 1.286343 -0.0590 0.0817 0.0102 -0.119
Cl 6.083953 -2.931643 0.770385 -0.2021 -0.1546 0.0200 -0.136
Cl 3.621324 -3.881996 -0.460926 0.0896 -0.0436 0.1304 -0.124
H 4.091473 -3.607510 1.832149 0.1144 -0.0140 -0.3406 0.237
C 7.360816 -7.980231 -0.903513 0.0263 0.0754 0.0371 0.330
Cl 7.849335 -9.654100 -0.588657 -0.0810 0.1592 0.0091 -0.138
Cl 8.783953 -6.944143 -1.104615 -0.1903 -0.2079 0.1058 -0.088
Cl 6.321324 -7.894496 -2.335926 0.0807 0.0476 0.1842 -0.085
H 6.791473 -7.620010 -0.042851 0.2027 -0.1112 -0.3297 -0.022
C -4.828107 1.110641 6.929348 0.1163 0.1457 0.0828 0.134
Cl -5.574239 0.233561 5.582633 0.0950 0.0923 0.0339 -0.090
Cl -6.055846 1.600233 8.109261 0.2266 -0.1022 -0.3200 -0.060
Cl -3.581659 0.117669 7.703993 -0.1320 0.1374 -0.1350 -0.129
H -4.353248 2.011583 6.532536 -0.1613 -0.3227 0.0417 0.142
C 4.253295 3.917083 -5.314357 0.1417 0.0008 -0.1014 0.350
Cl 2.592149 4.481619 -5.066328 0.3515 -0.2870 -0.7215 -0.072
Cl 5.400283 5.253171 -5.118079 -0.1522 -0.2352 0.0111 -0.104
Cl 4.636123 2.598727 -4.194054 -0.0095 0.0167 -0.1305 -0.127
H 4.338919 3.536954 -6.335542 0.0328 0.1947 0.6171 -0.020
C 9.037532 -4.017974 -3.823703 -0.0963 -0.0060 -0.0719 -0.108
Cl 10.683708 -4.155488 -3.182753 -0.1495 0.0495 -0.0652 -0.122
Cl 8.661225 -5.395424 -4.872638 0.0745 0.1819 0.1236 -0.073
Cl 7.862901 -3.903163 -2.502052 0.0665 0.1625 -0.2127 -0.036
H 8.975404 -3.104033 -4.419942 0.0274 -0.3267 0.2033 0.337
C -9.862468 2.732026 9.501297 -0.0776 0.0251 -0.0608 0.015
Cl -8.216292 2.594512 10.142247 -0.3108 0.1213 0.0682 -0.125
Cl -10.238775 1.354576 8.452362 0.1158 0.2882 0.1293 -0.065
Cl -11.037099 2.846837 10.822948 0.1355 0.0390 -0.1639 -0.129
H -9.924596 3.645967 8.905058 0.0324 -0.3243 0.2186 0.306
C -5.637398 0.253807 -1.404031 -0.0059 0.0822 -0.0970 -0.075
Cl -5.656200 -1.359619 -0.671825 -0.0621 0.6788 -0.3446 -0.038
Cl -5.503312 1.502622 -0.154342 -0.1190 -0.0990 -0.1945 -0.100
Cl -4.308805 0.393258 -2.568116 -0.1672 -0.0772 0.2187 -0.102
H -6.579780 0.400664 -1.937883 0.3383 -0.0292 0.1570 0.296
C -8.786586 -1.915950 5.467697 0.1120 0.0277 0.0251 0.254
Cl -9.532718 -2.793030 4.120982 0.0941 0.1221 0.0950 -0.122
Cl -10.014325 -1.426358 6.647610 0.1382 -0.1085 -0.1903 -0.128
Cl -7.540138 -2.908922 6.242342 -0.1686 0.1642 -0.1267 -0.115
H -8.311727 -1.015008 5.070885 -0.1624 -0.2942 0.1636 0.100
C -6.201655 -5.119540 0.318696 -0.0929 -0.1664 0.0003 0.001
Cl -5.327289 -3.698650 0.915504 -0.0562 -0.6513 0.2755 -0.034
Cl -5.065763 -6.369379 -0.216925 -0.1534 0.1823 0.0185 -0.126
Cl -7.282355 -5.756042 1.570356 0.1240 0.1326 -0.2029 -0.105
H -6.808433 -4.815657 -0.538115 0.2251 -0.0713 0.2953 0.263
C 3.662602 5.401307 -9.246888 0.0288 0.2974 -0.0922 0.046
Cl 3.643800 3.787881 -8.514682 -0.1618 0.0412 -0.5075 -0.124
Cl 3.796688 6.650122 -7.997199 -0.0950 -0.1757 -0.2427 -0.097
Cl 4.991195 5.540758 -10.410974 -0.2343 -0.0457 0.1537 -0.114
H 2.720220 5.548164 -9.780740 0.3233 -0.1023 0.2021 0.307
C -5.601655 3.388548 -5.063657 0.0783 0.0151 -0.0657 0.016
Cl -4.727289 4.809438 -4.466849 -0.1468 -0.1771 -0.0994 -0.114
Cl -4.465763 2.138709 -5.599278 -0.1640 0.2028 -0.0729 -0.113
Cl -6.682355 2.752047 -3.811997 -0.0257 0.1470 -0.1592 -0.101
H -6.208433 3.692431 -5.920468 0.2043 -0.1172 0.3199 0.320
C 5.462602 -4.861438 -7.162574 0.1317 -0.2105 -0.1218 0.068
Cl 5.443800 -6.474865 -6.430369 1.1311 0.1935 -0.3548 -0.071
Cl 5.596688 -3.612623 -5.912886 -0.0928 -0.0822 -0.0732 -0.054
Cl 6.791195 -4.721987 -8.326660 -0.1526 0.0204 0.0993 -0.125
H 4.520220 -4.714581 -7.696427 0.4737 -0.0847 0.2345 0.171
C 2.020281 -4.822948 -5.646626 -0.0423 -0.2329 0.2443 0.167
Cl 2.317674 -3.949817 -7.159513 -0.3956 0.0878 0.1088 -0.149
Cl 0.293024 -4.813397 -5.251998 0.1918 0.0910 -0.0286 -0.141
Cl 2.623754 -6.485164 -5.758688 -1.0958 0.3876 0.2485 -0.098
H 2.559773 -4.314169 -4.843668 -0.1374 -0.1512 -0.2974 0.235
```
Forces are in eV/Å.

---

The following is a quantum chemistry calculation of a molecular structure, C24H25CaN3S3, from the Open Molecules 2025 dataset.

Results
Energy relative to the best compared isomer or geometry (same formula, charge and spin), kJ/mol: 15.0
2S+1: 1
LUMO energy (alpha / beta), eV: 4.3 / 4.2
Total charge: -2
HOMO-LUMO gap (alpha / beta), Eh: 0.14589 / 0.16375

```
56
Properties=species:S:1:pos:R:3:forces:R:3:mulliken_charge:R:1
Ca 0.265818 1.422935 -1.285746 0.0354 0.1493 0.0796 1.259
C 2.544055 3.784591 0.724679 0.0430 0.0015 -0.0370 -1.368
C 2.236158 3.201791 -0.645246 0.0810 -0.0449 0.0524 0.437
S 1.020014 4.071894 -1.588718 -0.1391 0.0367 -0.0507 -0.543
C 2.893333 2.071602 -1.029159 0.0644 -0.0127 0.0405 0.280
C 3.892381 1.451461 -0.064545 -0.0326 -0.0283 -0.0449 -1.226
S 2.673355 1.194479 -2.557033 0.0275 -0.0326 0.0603 -0.498
H 1.921164 4.658009 0.904108 -0.0018 0.0050 -0.0180 0.372
H 3.596920 4.086804 0.793813 -0.0103 0.0111 0.0336 0.332
H 2.362962 3.063007 1.528335 -0.0015 -0.0227 -0.0129 0.124
H 4.743257 2.119367 0.120328 -0.0116 0.0215 0.0130 0.293
H 4.273400 0.520744 -0.478936 0.0017 0.0094 -0.0031 0.356
H 3.436493 1.225537 0.904378 0.0017 -0.0101 0.0424 0.047
N -2.847035 -1.677695 -2.502430 -0.0347 0.0635 -0.0697 -0.059
C -1.864349 -2.650833 -2.465431 0.0753 -0.0328 0.0031 0.681
C -1.901744 -4.025487 -2.587100 -0.0251 0.0192 -0.0128 -1.084
C -0.686455 -4.713400 -2.505030 -0.0181 0.0056 0.0019 -0.415
C 0.508340 -4.025061 -2.309474 0.0392 0.0041 0.0045 -0.644
C 0.547649 -2.638898 -2.185548 -0.0293 -0.0014 -0.0004 -0.537
C -0.656311 -1.940224 -2.261560 -0.0637 -0.0721 0.0464 -0.078
N -0.900789 -0.600011 -2.150943 -0.0105 0.0241 -0.0296 -0.134
C -2.235139 -0.444871 -2.304055 0.0341 -0.0122 0.0291 0.147
C -2.905982 0.782560 -2.272294 0.1122 -0.1117 -0.0096 -0.328
C -4.274794 1.077414 -2.449454 -0.0713 0.0479 -0.0087 -0.765
S -4.494481 2.803453 -2.339849 0.0783 0.0337 0.0267 -0.289
C -2.793252 2.989325 -2.006631 -0.1112 -0.0982 -0.0501 -0.316
N -2.120284 1.897199 -2.005371 -0.0839 0.1034 0.0303 -0.063
H -3.837821 -1.822092 -2.542718 -0.0014 -0.0135 0.0416 0.251
H -2.835950 -4.555604 -2.737053 0.0038 -0.0008 0.0023 0.358
H -0.677556 -5.793380 -2.590913 -0.0019 -0.0035 -0.0009 0.344
H 1.434681 -4.584905 -2.248202 -0.0025 0.0036 -0.0007 0.373
H 1.474978 -2.096992 -2.035794 -0.0117 -0.0119 -0.0127 0.512
H -5.029899 0.462987 -2.912390 0.0069 -0.0015 0.0057 0.315
H -2.341110 3.950611 -1.803759 -0.0049 0.0011 0.0055 0.419
C -1.731297 0.792984 3.354868 -0.0095 -0.0133 -0.0494 -1.763
C -1.110401 0.323299 2.050555 0.0748 -0.0069 0.1181 1.337
C -2.012263 -0.685768 1.363255 0.0368 0.0646 -0.0095 -0.942
C -0.256617 1.208572 1.235100 -0.0548 0.0308 -0.2177 -1.015
C 0.420754 0.011853 2.058495 -0.0114 -0.1056 0.0409 1.835
C 1.216656 0.369974 3.222566 -0.0025 -0.0895 -0.0018 -0.698
C 2.361068 -0.302068 3.561178 0.0392 0.0497 0.0366 -0.577
C 2.815349 -1.406686 2.819745 -0.0468 -0.0046 -0.0668 -0.624
C 2.068113 -1.800028 1.687903 -0.0103 -0.0274 0.0681 -0.493
C 0.926882 -1.146112 1.324832 0.0320 0.0888 -0.0509 -0.624
H -2.704215 1.249702 3.141309 0.0067 0.0006 0.0009 0.407
H -1.121291 1.542473 3.855097 -0.0040 0.0143 0.0088 0.457
H -1.898797 -0.038675 4.049557 -0.0059 0.0064 0.0059 0.295
H -2.991910 -0.224782 1.193199 0.0010 -0.0118 -0.0163 0.416
H -2.157084 -1.583786 1.974707 0.0001 -0.0180 -0.0047 0.332
H -1.624726 -0.978730 0.390093 -0.0139 -0.0199 0.0005 -0.214
H -0.032119 2.124251 1.798432 0.0095 0.0381 -0.0387 0.184
H 0.922660 1.235103 3.802337 0.0058 0.0135 0.0088 0.132
H 2.940291 0.044552 4.412310 -0.0068 -0.0125 0.0081 0.297
H 3.729409 -1.919700 3.089663 0.0066 -0.0032 -0.0040 0.319
H 2.410489 -2.630874 1.079677 0.0151 0.0100 -0.0146 0.367
H 0.407047 -1.451870 0.424862 0.0008 -0.0340 0.0201 0.020
```
Forces are in eV/Å.

---

The following is a quantum chemistry calculation of a molecular structure, C24H25Cl3NNdO3 at a distorted geometry, from the Open Molecules 2025 dataset.

Results
Energy relative to the best compared isomer or geometry (same formula, charge and spin), kJ/mol: 160.5
2S+1: 4
LUMO energy (alpha / beta), eV: 0.2 / 0.2
Total charge: 0
HOMO-LUMO gap (alpha / beta), Eh: 0.33384 / 0.33436

```
57
Properties=species:S:1:pos:R:3:forces:R:3:lowdin_spin:R:1
C -1.768714 1.192349 0.981891 -2.5050 0.2704 0.4306 -0.006
C -2.168811 0.821298 -0.322358 -2.1366 0.5092 0.1750 0.004
C -2.239543 -0.588829 -0.380605 -2.2207 0.0385 0.1657 -0.007
H -2.367858 1.498384 -1.133638 -0.0644 0.0503 -0.0685 0.001
C -1.914516 -1.084461 0.899084 -1.8565 -0.1403 0.6510 0.000
C -1.629037 0.009058 1.734981 -1.9188 0.0018 0.9598 -0.002
H -1.833825 -2.121194 1.170699 0.0037 -0.2114 0.0933 0.001
C 1.741938 1.470327 -0.577972 1.7728 1.1532 -1.6045 0.000
C 0.593663 1.920884 -1.250118 0.8577 1.0341 -0.9595 -0.004
C 0.210212 0.923050 -2.172029 0.6306 0.4562 -1.6858 -0.002
H 0.076798 2.848764 -1.072000 -0.0459 0.0667 0.0319 0.000
C 1.107063 -0.162562 -2.078302 1.2921 1.1815 -1.9261 -0.001
C 2.057878 0.193081 -1.085577 1.5085 0.7707 -1.4284 -0.002
H -2.514786 -1.181333 -1.236339 -0.0074 -0.0864 -0.2015 0.000
H -1.281493 -0.055924 2.751222 0.0516 -0.0207 0.0485 0.000
H -1.613950 2.196749 1.338247 0.1593 -0.0151 -0.0041 0.000
H 2.866969 -0.422239 -0.737425 0.1935 -0.1626 0.1079 0.001
H -0.646099 0.970194 -2.820342 -0.0782 0.0366 -0.1204 0.000
H 2.266461 1.985405 0.209323 -0.0614 -0.0376 -0.0426 0.000
Nd 0.000000 0.000000 0.000000 4.1865 -4.6104 5.3132 3.016
C 1.119731 -1.425806 -2.913076 0.2759 -0.0358 -0.0270 0.001
C 2.562786 -1.681471 -3.361926 0.0427 -0.0272 -0.1125 0.000
C 0.218595 -1.271846 -4.134165 -0.0401 -0.0031 0.0949 0.000
H 2.938291 -0.826231 -3.922186 -0.0361 0.1056 0.0244 0.000
H 2.613166 -2.564724 -3.990027 0.0257 -0.0285 0.0061 0.000
H 3.218493 -1.829180 -2.505092 0.0566 -0.0540 0.0381 0.000
H 0.562368 -0.459244 -4.771983 0.0466 0.0645 0.0232 0.000
H -0.808863 -1.060047 -3.839259 -0.1440 -0.0141 -0.0029 0.000
H 0.226567 -2.184796 -4.719155 0.0013 -0.1899 -0.0980 0.000
C 0.607777 -2.561150 -2.017051 -0.1644 0.2868 -0.0150 0.000
C 0.633663 -3.972967 -2.561822 0.1449 -0.5807 -0.5245 0.000
H -0.423188 -2.335725 -1.729985 -0.2311 0.0272 -0.1383 0.000
H 1.159998 -2.558912 -1.078063 0.3982 -0.1785 0.2369 0.000
O 1.306105 -4.349110 -3.516077 -0.5011 0.3796 0.6650 0.000
N -0.162507 -4.854726 -1.888523 0.0541 0.0301 -0.0847 0.000
C -1.143982 -4.550917 -0.872657 0.0379 -0.1113 0.0251 0.000
H -0.183953 -5.772117 -2.305279 0.0311 -0.0585 0.0015 0.000
C -2.496109 -4.099474 -1.377195 -0.2302 0.0583 -0.0734 0.000
C -3.517779 -3.885868 -0.453444 0.0130 -0.0050 -0.0899 0.000
H -3.322044 -4.031448 0.601802 -0.0271 -0.0661 0.0589 0.000
C -4.773657 -3.476624 -0.869213 0.0142 0.0373 0.0213 0.000
H -5.555392 -3.315234 -0.138950 -0.0023 0.0038 0.0101 0.000
C -5.026609 -3.262650 -2.218967 0.0620 0.0082 0.0225 0.000
H -6.005455 -2.937291 -2.544307 -0.0105 -0.0059 -0.0036 0.000
C -4.013071 -3.462440 -3.142413 -0.0438 0.0253 0.0094 0.000
H -4.198634 -3.296791 -4.195422 0.0040 -0.0016 -0.0160 0.000
C -2.755910 -3.881465 -2.723650 0.0786 -0.0063 0.0489 0.000
H -1.974641 -4.044732 -3.453208 0.0381 -0.0124 -0.0675 0.000
H -0.750671 -3.791169 -0.198930 0.1122 -0.0070 0.1052 0.000
H -1.272439 -5.445476 -0.262824 -0.0020 -0.0214 0.0303 0.000
Cl 2.244002 0.790835 5.484234 -0.1703 0.2302 -0.4094 0.000
C 1.645934 1.707141 4.074372 0.3975 0.5459 1.0778 0.000
Cl 0.258476 2.698154 4.589560 0.0091 -0.1205 -0.1207 0.000
Cl 2.944662 2.783850 3.503558 -0.1020 -0.1317 -0.0731 0.000
C 1.220966 0.799500 2.957296 -1.2012 -5.0612 -3.8084 0.001
O 1.311583 -0.506161 3.069433 -0.1844 4.5930 -0.0091 0.001
O 0.756218 1.324519 1.845519 1.4854 0.0401 3.2390 -0.003
```
Forces are in eV/Å.